{
  "formula": "C6H12O",
  "method": "ωB97M-V with the def2-TZVPD basis set",
  "largest_force_ha_per_bohr": 0.0247,
  "homo_ha": [-0.3272, -0.3271],
  "orbital_gap_ha": [0.34144, 0.34134],
  "e_tot_ev": -8461.400,
  "symbols": ["C", "C", "C", "O", "C", "C", "C", "H", "H", "H", "H", "H", "H", "H", "H", "H", "H", "H", "H"],
  "coordinates": [[0.0443, -1.8600, -0.5378], [-0.5952, -0.5325, -0.2395], [-1.1902, 0.1254, -1.4891], [-1.4943, -0.3889, 0.7937], [0.2274, 0.3932, 0.5578], [0.5803, 0.1650, 1.9917], [0.8676, 1.6176, -0.1039], [-0.7070, -2.5334, -0.9485], [0.4752, -2.2932, 0.3684], [0.8453, -1.7033, -1.2744], [-0.4426, 0.3016, -2.2643], [-1.6964, 1.0660, -1.2365], [-1.9546, -0.5537, -1.8789], [1.6464, 0.3194, 2.1854], [0.0385, 0.9334, 2.5599], [0.2130, -0.8023, 2.3227], [0.2238, 2.4906, -0.0653], [1.1068, 1.3920, -1.1522], [1.8118, 1.8632, 0.4107]],
  "atomic_forces_ev_per_a": [[-0.079, -0.325, 0.035], [0.429, 0.266, -0.238], [0.048, -0.109, -0.215], [0.567, 1.135, -0.018], [-0.268, 0.107, 0.083], [0.069, -0.085, -0.169], [-0.474, -0.332, 0.381], [0.080, -0.224, -0.047], [-0.085, -0.039, -0.112], [-0.189, -0.178, 0.115], [-0.080, -0.035, -0.124], [0.258, -0.231, 0.020], [0.136, 0.067, -0.020], [-0.034, -0.137, -0.083], [0.167, -0.147, 0.040], [0.222, 0.039, 0.119], [-0.045, 0.242, -0.070], [-0.227, 0.105, 0.305], [-0.496, -0.117, -0.003]]
}



{
  "formula": "C6H12O",
  "method": "ωB97M-V with the def2-TZVPD basis set",
  "largest_force_ha_per_bohr": 0.0932,
  "homo_ha": -0.2461,
  "orbital_gap_ha": 0.14592,
  "e_tot_ev": -8454.891,
  "symbols": ["O", "C", "C", "C", "C", "C", "C", "H", "H", "H", "H", "H", "H", "H", "H", "H", "H", "H", "H"],
  "coordinates": [[2.1361, 1.2104, -0.2107], [0.9621, 0.4522, 0.1146], [-0.3650, 0.5708, -0.5792], [-1.4998, 0.2382, 0.1019], [4.1653, 0.2472, 0.8984], [-2.4632, -0.8840, -0.1427], [-3.8257, -0.3820, -0.7808], [0.7898, 0.5698, 1.2134], [1.1464, -0.6091, 0.0545], [-0.2352, 1.0709, -1.5390], [3.1347, 0.9174, 0.2910], [3.7669, -0.7753, 0.9421], [5.1504, 0.2289, 0.6432], [4.1464, 0.7785, 1.8667], [-2.7189, -1.4077, 0.8654], [-2.0146, -1.6961, -0.8731], [-3.5460, -0.2164, -1.8320], [-4.7694, -0.9661, -0.6608], [-3.9601, 0.6522, -0.3730]],
  "atomic_forces_ev_per_a": [[-4.514, 0.038, -1.292], [3.753, 0.466, 2.942], [-2.922, 0.559, 1.603], [2.418, -0.030, -3.727], [-2.875, 0.482, 1.563], [-0.543, -2.446, 0.690], [1.062, 1.754, 0.152], [-0.202, 0.052, -0.646], [0.412, -0.829, -0.465], [-0.640, -0.097, -0.100], [1.686, -1.210, 0.486], [0.027, 0.227, 0.251], [2.685, 0.089, -1.484], [-0.336, -0.501, -0.037], [0.551, 0.851, -1.579], [-0.693, 1.555, 1.697], [-0.698, -0.205, 0.151], [1.234, 0.113, 0.059], [-0.406, -0.867, -0.264]]
}



{
  "formula": "C6H12O",
  "method": "ωB97M-V with the def2-TZVPD basis set",
  "largest_force_ha_per_bohr": 0.0099,
  "homo_ha": -0.3081,
  "orbital_gap_ha": 0.34195,
  "e_tot_ev": -8460.828,
  "symbols": ["C", "C", "C", "C", "C", "C", "O", "H", "H", "H", "H", "H", "H", "H", "H", "H", "H", "H", "H"],
  "coordinates": [[1.9850, -0.1765, 0.9092], [1.6655, -0.5606, -0.5370], [0.8949, 0.5055, -1.2650], [-0.2175, 0.2970, -1.9638], [-2.3777, 0.2541, 0.1686], [-1.8624, -0.6430, 1.2545], [-2.1431, 1.4937, 0.5606], [2.5628, -0.9611, 1.4105], [1.0652, -0.0046, 1.4796], [2.5755, 0.7462, 0.9447], [1.1029, -1.5032, -0.5642], [2.6056, -0.7433, -1.0743], [1.2961, 1.5191, -1.1866], [-0.6752, -0.6873, -2.0426], [-0.7497, 1.1069, -2.4552], [-2.7252, -1.2259, 1.5995], [-1.3947, -0.1293, 2.1080], [-1.1666, -1.3665, 0.8061], [-2.4412, 2.0788, -0.1527]],
  "atomic_forces_ev_per_a": [[0.000, 0.047, 0.058], [0.023, -0.077, -0.069], [-0.178, -0.021, -0.099], [0.090, 0.027, 0.143], [0.244, 0.121, 0.429], [-0.081, -0.064, -0.017], [-0.129, -0.072, -0.369], [-0.117, 0.124, -0.080], [0.161, -0.031, -0.069], [-0.086, -0.119, -0.002], [0.076, 0.147, -0.029], [-0.079, 0.001, 0.075], [-0.060, -0.160, -0.041], [0.137, 0.126, 0.006], [0.141, -0.083, 0.022], [0.114, -0.024, -0.021], [-0.072, -0.064, -0.215], [-0.168, 0.139, 0.080], [-0.017, -0.016, 0.197]]
}



{
  "formula": "C6H12O",
  "method": "ωB97M-V with the def2-TZVPD basis set",
  "largest_force_ha_per_bohr": 0.0063,
  "homo_ha": -0.3655,
  "orbital_gap_ha": 0.40190,
  "smiles": "CC1(C)OC1(C)C",
  "e_tot_ev": -8463.463,
  "symbols": ["C", "C", "C", "O", "C", "C", "C", "H", "H", "H", "H", "H", "H", "H", "H", "H", "H", "H", "H"],
  "coordinates": [[1.6987, 0.8103, 0.7256], [0.7320, -0.1959, 0.1305], [1.3712, -1.0140, -0.9784], [-0.0306, -0.8917, 1.1190], [-0.7403, -0.0525, 0.2041], [-1.4022, 1.1858, 0.7707], [-1.6673, -0.8242, -0.7160], [2.4177, 0.2525, 1.3382], [1.2172, 1.5436, 1.3760], [2.2557, 1.3387, -0.0558], [1.4306, -0.4114, -1.8945], [0.8125, -1.9247, -1.2010], [2.3922, -1.3007, -0.7038], [-1.7398, 1.8302, -0.0506], [-2.2832, 0.9038, 1.3584], [-0.7400, 1.7680, 1.4128], [-2.5919, -1.0523, -0.1715], [-1.2330, -1.7734, -1.0337], [-1.9347, -0.2397, -1.6031]],
  "atomic_forces_ev_per_a": [[-0.062, 0.035, 0.023], [0.180, 0.126, -0.238], [-0.025, -0.071, 0.025], [0.016, -0.134, 0.192], [-0.203, 0.117, -0.116], [0.040, 0.029, 0.055], [0.023, -0.024, -0.047], [-0.060, 0.097, -0.130], [0.076, -0.147, -0.139], [-0.110, -0.067, 0.089], [-0.003, -0.097, 0.173], [0.080, 0.144, 0.067], [-0.139, 0.026, 0.002], [0.054, -0.108, 0.135], [0.119, 0.008, -0.087], [-0.116, -0.117, -0.071], [0.129, 0.060, -0.089], [-0.054, 0.170, 0.039], [0.054, -0.047, 0.118]]
}